{"formula": "C6H8O2", "method": "ωB97M-V/def2-TZVPD", "symbols": ["C", "C", "C", "C", "C", "C", "H", "H", "H", "H", "H", "H", "H", "H", "O", "O"], "xyz": [[-0.835, 0.399, 1.348], [-0.986, 0.248, -0.181], [-0.023, 1.219, -0.897], [1.551, -0.572, -0.090], [0.641, -1.627, -0.069], [-0.455, -0.979, -0.877], [0.155, -0.787, 1.946], [-2.450, 0.073, 1.645], [-0.167, 1.718, 1.581], [-0.052, 2.266, -0.291], [-0.040, 1.551, -1.922], [2.600, -0.425, 0.463], [0.857, -2.633, 0.502], [-0.244, -0.404, -1.807], [1.252, 0.671, -0.508], [-1.806, -0.717, -0.842]], "lowdin_charge": [-0.045, -0.518, -0.154, -0.195, -0.050, -0.287, 0.210, 0.205, 0.178, 0.139, 0.125, 0.176, 0.141, 0.147, -0.119, 0.045], "e_homo_ev": -8.813, "de_lowest_kj_mol": 1198.3, "orbital_gap_ev": 9.101, "lumo_ev": 0.2879, "total_charge": 0}

---

{"formula": "C11H18MnN2O7P2S2", "method": "ωB97M-V/def2-TZVPD", "symbols": ["Mn", "N", "C", "C", "P", "O", "O", "O", "P", "O", "O", "O", "H", "H", "H", "H", "H", "H", "H", "H", "S", "C", "C", "C", "C", "C", "C", "S", "H", "H", "H", "H", "N", "C", "O", "C", "C", "H", "H", "H", "H", "H", "H"], "xyz": [[0.570, 0.141, 0.407], [1.677, 4.388, 2.763], [1.659, 3.542, 1.503], [2.273, 4.289, 0.336], [-0.148, 3.109, 1.293], [-0.544, 3.610, -0.179], [-0.789, 3.979, 2.334], [-0.345, 1.623, 1.370], [2.693, 2.038, 1.904], [1.948, 1.569, 3.265], [4.024, 2.589, 2.244], [2.510, 1.025, 0.806], [0.611, 4.449, 2.990], [2.073, 5.308, 2.608], [2.204, 3.905, 3.491], [1.708, 5.190, 0.083], [2.281, 3.638, -0.539], [3.308, 4.545, 0.570], [-0.349, 2.890, -0.817], [1.388, 0.763, 3.119], [-1.679, -0.903, -0.088], [-2.131, -1.195, 1.582], [-3.495, -1.276, 1.884], [-3.941, -1.510, 3.173], [-3.020, -1.666, 4.200], [-1.667, -1.591, 3.920], [-1.194, -1.360, 2.624], [0.547, -1.330, 2.380], [-4.205, -1.152, 1.076], [-5.005, -1.559, 3.376], [-3.357, -1.839, 5.216], [-0.935, -1.715, 4.709], [-1.160, 0.596, -2.998], [-0.019, 0.485, -2.286], [0.400, 1.427, -1.601], [0.726, -0.828, -2.358], [1.425, -1.095, -1.011], [-1.773, 1.353, -2.740], [-1.621, -0.259, -3.259], [1.442, -0.758, -3.182], [0.009, -1.617, -2.584], [2.461, -0.750, -1.045], [1.425, -2.160, -0.798]], "lowdin_spin": [4.096, 0.000, 0.001, 0.000, 0.007, 0.001, 0.001, 0.042, 0.004, 0.000, 0.001, 0.030, 0.000, 0.000, 0.000, 0.000, 0.000, 0.000, 0.000, 0.001, -0.021, -0.001, -0.001, 0.002, 0.001, 0.004, 0.006, 0.059, 0.000, 0.000, 0.000, 0.001, -0.001, 0.001, 0.028, -0.022, -0.223, 0.000, 0.000, -0.006, 0.000, -0.008, -0.004], "e_homo_ev": [-3.799, -3.914], "s2": 6.238, "multiplicity": 5, "orbital_gap_ev": [6.270, 6.611], "lumo_ev": [2.4710, 2.6973], "total_charge": -1}

---

{"formula": "C3H6OS", "method": "ωB97M-V/def2-TZVPD", "symbols": ["C", "O", "C", "C", "S", "H", "H", "H", "H", "H", "H"], "xyz": [[1.638, -0.493, -0.150], [0.459, 0.250, 0.080], [-0.855, 0.046, -0.332], [-1.496, 1.085, 0.532], [-2.966, 0.954, 1.216], [2.211, -1.288, 0.740], [2.624, 0.245, -0.344], [1.347, -1.397, -0.985], [-0.903, -0.287, -1.509], [-1.389, -1.073, -0.007], [-0.669, 1.958, 0.760]], "lowdin_charge": [-0.157, -0.309, -0.354, -0.673, 0.667, 0.129, 0.122, 0.121, 0.162, 0.158, 0.134], "e_homo_ev": -8.897, "smiles": "COCC=S", "de_lowest_kj_mol": 469.1, "orbital_gap_ev": 8.460, "lumo_ev": -0.4364, "total_charge": 0}

---

{"formula": "C34H80Cl2N8O11P2Si2", "method": "ωB97M-V/def2-TZVPD", "symbols": ["C", "C", "C", "C", "O", "Si", "O", "Si", "P", "C", "C", "P", "C", "O", "C", "Cl", "C", "C", "Cl", "H", "H", "H", "H", "H", "H", "H", "H", "H", "H", "H", "H", "H", "H", "H", "H", "H", "H", "H", "H", "H", "H", "H", "H", "C", "N", "C", "C", "O", "H", "H", "H", "H", "H", "H", "H", "C", "N", "C", "C", "O", "H", "H", "H", "H", "H", "H", "H", "C", "N", "C", "C", "O", "H", "H", "H", "H", "H", "H", "H", "C", "N", "C", "C", "O", "H", "H", "H", "H", "H", "H", "H", "C", "N", "C", "C", "O", "H", "H", "H", "H", "H", "H", "H", "C", "N", "C", "C", "O", "H", "H", "H", "H", "H", "H", "H", "C", "N", "C", "C", "O", "H", "H", "H", "H", "H", "H", "H", "C", "N", "C", "C", "O", "H", "H", "H", "H", "H", "H", "H"], "xyz": [[0.819, -0.448, 8.005], [1.371, 0.514, 6.942], [0.346, 0.856, 5.864], [0.905, 1.561, 4.647], [1.853, 0.740, 3.952], [1.505, -0.087, 2.591], [2.454, -1.415, 2.507], [3.288, -2.237, 3.702], [4.874, -0.916, 4.576], [5.643, -2.047, 5.818], [6.153, -0.925, 3.230], [1.825, -2.896, 5.301], [0.990, -4.153, 4.250], [2.858, -3.866, 6.191], [1.768, 0.970, 1.076], [0.558, 2.232, 1.015], [2.671, 0.871, 0.096], [3.719, -0.197, -0.032], [2.693, 2.075, -1.160], [1.534, -1.235, 8.247], [0.568, 0.070, 8.933], [-0.088, -0.946, 7.660], [2.260, 0.078, 6.480], [1.689, 1.430, 7.449], [-0.418, 1.517, 6.289], [-0.153, -0.062, 5.541], [0.090, 1.840, 3.970], [1.430, 2.480, 4.923], [0.078, -0.475, 2.614], [3.839, -3.468, 3.084], [5.006, -2.073, 6.703], [5.790, -3.065, 5.457], [6.605, -1.616, 6.104], [5.708, -1.093, 2.250], [6.664, 0.037, 3.214], [6.887, -1.716, 3.392], [1.681, -4.763, 3.666], [0.417, -4.818, 4.899], [0.298, -3.662, 3.561], [3.326, -4.523, 5.658], [4.244, -0.084, -0.976], [3.276, -1.189, 0.016], [4.445, -0.116, 0.775], [0.005, 4.016, -2.562], [-1.045, 3.327, -3.278], [-2.098, 3.868, -3.943], [-2.218, 5.375, -3.947], [-2.910, 3.156, -4.515], [0.983, 3.794, -2.991], [0.018, 3.726, -1.511], [-0.155, 5.089, -2.613], [-1.017, 2.320, -3.311], [-3.105, 5.633, -4.517], [-2.308, 5.770, -2.934], [-1.345, 5.835, -4.412], [0.785, -8.937, 6.626], [0.960, -8.061, 5.488], [1.783, -8.223, 4.417], [2.635, -9.472, 4.376], [1.827, -7.388, 3.530], [-0.245, -9.290, 6.699], [1.041, -8.430, 7.558], [1.430, -9.805, 6.527], [0.416, -7.213, 5.456], [3.222, -9.438, 3.463], [3.306, -9.524, 5.235], [2.020, -10.373, 4.374], [9.506, -5.636, 3.608], [8.234, -4.964, 3.755], [6.991, -5.511, 3.783], [6.881, -7.013, 3.647], [6.000, -4.809, 3.911], [10.148, -5.463, 4.473], [10.032, -5.296, 2.714], [9.349, -6.707, 3.516], [8.236, -3.960, 3.849], [5.826, -7.268, 3.685], [7.299, -7.355, 2.700], [7.409, -7.523, 4.454], [4.811, 1.848, 7.553], [5.623, 2.428, 8.603], [5.574, 3.688, 9.109], [4.547, 4.631, 8.519], [6.328, 4.039, 10.001], [4.251, 0.991, 7.931], [5.422, 1.507, 6.716], [4.098, 2.576, 7.178], [6.325, 1.847, 9.035], [4.643, 5.583, 9.033], [4.712, 4.778, 7.451], [3.535, 4.248, 8.655], [-3.793, 3.264, -9.777], [-2.372, 3.230, -9.491], [-1.739, 2.652, -8.436], [-2.598, 1.934, -7.421], [-0.524, 2.717, -8.324], [-4.022, 2.784, -10.729], [-4.171, 4.284, -9.827], [-4.333, 2.741, -8.993], [-1.748, 3.688, -10.135], [-1.947, 1.545, -6.645], [-3.315, 2.607, -6.953], [-3.144, 1.111, -7.886], [-3.466, 6.106, 2.884], [-3.257, 6.486, 1.505], [-2.407, 5.931, 0.600], [-1.560, 4.764, 1.058], [-2.339, 6.360, -0.539], [-4.500, 5.803, 3.061], [-3.228, 6.927, 3.564], [-2.824, 5.267, 3.137], [-3.792, 7.257, 1.136], [-0.950, 4.465, 0.212], [-0.909, 5.043, 1.888], [-2.179, 3.924, 1.375], [-9.859, 4.542, -10.362], [-8.439, 4.741, -10.546], [-7.541, 3.902, -11.131], [-8.055, 2.580, -11.651], [-6.365, 4.214, -11.216], [-10.438, 5.314, -10.872], [-10.129, 4.554, -9.304], [-10.152, 3.581, -10.774], [-8.031, 5.601, -10.214], [-7.223, 2.039, -12.089], [-8.476, 1.982, -10.842], [-8.826, 2.711, -12.410], [-8.964, -1.737, -9.299], [-9.083, -1.010, -10.544], [-8.595, -1.348, -11.769], [-7.839, -2.653, -11.881], [-8.766, -0.623, -12.734], [-9.943, -2.017, -8.907], [-8.447, -1.145, -8.542], [-8.394, -2.647, -9.457], [-9.596, -0.142, -10.540], [-7.527, -2.763, -12.915], [-6.959, -2.658, -11.237], [-8.468, -3.499, -11.602]], "lowdin_charge": [-0.121, -0.275, -0.203, -0.253, -0.244, 0.304, -0.390, 0.280, 0.734, -0.363, -0.341, 0.739, -0.343, -0.406, -0.700, 0.649, -0.758, -0.106, 0.682, 0.057, 0.065, 0.061, 0.069, 0.096, 0.122, 0.104, 0.088, 0.125, 0.043, -0.013, 0.019, -0.002, 0.030, 0.004, 0.023, 0.017, 0.015, 0.019, 0.038, 0.037, 0.066, 0.085, 0.064, -0.090, 0.023, -0.536, -0.003, 0.016, 0.067, 0.028, 0.078, 0.140, 0.081, 0.058, 0.086, -0.078, 0.011, -0.547, -0.013, 0.030, 0.084, 0.084, 0.069, 0.127, 0.080, 0.082, 0.083, -0.076, 0.014, -0.533, -0.004, 0.003, 0.085, 0.085, 0.071, 0.131, 0.078, 0.086, 0.085, -0.085, 0.009, -0.556, -0.013, 0.029, 0.076, 0.061, 0.066, 0.138, 0.080, 0.082, 0.080, -0.090, 0.006, -0.552, -0.021, 0.016, 0.078, 0.073, 0.071, 0.136, 0.075, 0.069, 0.082, -0.081, 0.008, -0.534, -0.039, 0.033, 0.083, 0.083, 0.069, 0.139, 0.027, 0.086, 0.087, -0.083, 0.006, -0.536, -0.010, 0.028, 0.083, 0.082, 0.069, 0.139, 0.085, 0.068, 0.090, -0.080, 0.004, -0.550, -0.011, 0.032, 0.083, 0.084, 0.070, 0.126, 0.082, 0.084, 0.084], "e_homo_ev": -8.196, "smiles": "CCCCO[Si@H](O[Si@@H](P(C)C)P(C)O)/C(Cl)=C(\\C)Cl.CNC(C)=O.CNC(C)=O.CNC(C)=O.CNC(C)=O.CNC(C)=O.CNC(C)=O.CNC(C)=O.CNC(C)=O", "orbital_gap_ev": 8.587, "lumo_ev": 0.3910, "total_charge": 0}